Computed, not measured: a molecular structure, C42H44AlAs2N3PS4 in a non-equilibrium geometry, with ωB97M-V with the def2-TZVPD basis set.

```
97
Properties=species:S:1:pos:R:3:forces:R:3
Al 13.666652 -2.744299 15.766951 -0.1 0.6 -0.2
C 13.285197 -3.116914 18.613194 0.4 -0.7 0.0
N 12.985388 -2.058197 17.584019 1.0 0.1 1.0
C 11.541298 -1.756507 17.640801 0.0 0.4 1.3
C 13.848067 -0.872974 17.884998 -0.5 0.1 0.2
C 13.616424 -0.072914 19.010100 -0.1 -0.5 -1.2
C 14.442124 1.017830 19.265211 0.2 -1.0 -0.3
C 15.551016 1.232645 18.443245 -1.0 -0.3 -0.5
C 15.754650 0.448309 17.305487 -0.6 0.2 0.9
C 14.926490 -0.628138 16.991679 -0.7 -0.7 0.9
N 15.093518 -1.507803 15.956069 -1.4 0.3 0.0
C 16.338484 -1.703126 15.366456 0.7 -0.3 0.5
C 17.385764 -2.055950 16.216692 0.7 -0.6 -1.7
C 18.535735 -2.622801 15.677903 0.5 0.0 -0.5
C 18.678207 -2.802198 14.282031 -0.5 0.3 0.9
C 17.649240 -2.385657 13.460079 -0.1 0.2 -0.4
C 16.488289 -1.807153 13.980481 -0.7 -0.1 -0.4
N 15.366932 -1.497571 13.167245 0.5 0.1 0.1
C 14.851477 -0.130237 13.286414 0.3 -0.3 -0.3
C 15.428507 -1.974447 11.782534 0.5 0.3 1.2
H 12.630914 -3.996333 18.471695 0.0 0.6 -0.1
H 13.174002 -2.720809 19.640527 0.0 0.0 -0.5
H 14.312092 -3.532381 18.486527 -0.6 0.7 0.0
H 11.210219 -1.567767 18.699724 0.4 0.0 -0.7
H 11.327955 -0.884504 17.032266 -0.2 -0.1 -0.2
H 11.003464 -2.636827 17.343548 -0.2 -0.2 -0.6
H 12.741699 -0.290937 19.626723 0.3 0.1 0.0
H 14.184804 1.594393 20.119400 0.3 0.7 0.5
H 16.189907 2.071642 18.622259 0.4 0.3 0.1
H 16.522703 0.661675 16.618731 1.1 0.3 -0.5
H 17.216000 -2.049491 17.265231 0.0 0.1 0.7
H 19.317002 -2.971493 16.346334 0.0 0.0 -0.1
H 19.530232 -3.276036 13.810882 0.1 0.0 0.4
H 17.726863 -2.524717 12.381093 0.1 0.0 0.4
H 15.539438 0.638293 12.866788 -0.2 -0.4 0.0
H 13.906257 -0.120971 12.759994 -0.2 0.2 -0.2
H 14.638351 0.130134 14.316476 0.1 -0.1 0.2
H 16.175430 -1.393267 11.208245 -0.3 -0.3 -0.2
H 15.651758 -3.040600 11.788113 0.2 0.1 -0.1
H 14.443151 -1.878397 11.386817 -0.7 0.3 -0.5
S 11.214619 -3.942741 13.988718 0.2 -0.6 -0.2
As 13.267896 -4.988002 13.496144 -0.1 -0.2 0.5
S 12.063922 -2.093033 14.311447 0.2 0.5 0.1
S 13.993399 -4.860869 15.850138 0.0 -0.2 -0.6
S 12.859847 -7.037512 13.244621 0.0 0.2 -0.1
C 8.987493 -5.548179 18.932481 0.4 -0.3 0.3
C 9.542751 -4.971241 20.238613 0.2 -1.4 -0.4
As 8.509440 -5.629208 21.799549 0.4 0.5 0.4
C 6.814115 -4.960857 21.097320 0.3 -0.3 0.2
C 6.546930 -3.625162 21.396238 -1.3 0.1 -0.3
C 5.420648 -2.981229 20.850784 0.6 -1.0 -0.1
C 4.656533 -3.696862 19.900573 -0.2 1.8 0.6
C 4.935786 -4.995883 19.590316 0.5 -0.9 0.6
C 5.977411 -5.661462 20.252709 -0.5 -0.2 -1.0
C 8.467813 -7.548185 21.479792 -0.7 0.8 0.6
C 7.310108 -8.243493 21.853685 0.7 0.0 0.3
C 7.288131 -9.630953 21.781197 0.5 0.0 -0.5
C 8.458161 -10.285006 21.383358 0.3 0.2 -0.2
C 9.637397 -9.575375 21.136089 -0.6 -0.3 0.0
C 9.646889 -8.200778 21.171552 -0.7 -0.2 0.0
P 9.816664 -4.994718 17.340051 -0.3 -0.6 0.2
C 8.589801 -3.729621 16.843443 -0.1 -0.2 -0.6
C 8.150827 -3.678890 15.515466 0.2 0.2 0.6
C 7.261331 -2.709593 15.108106 -0.5 0.8 0.0
C 6.743336 -1.775172 16.014587 0.6 0.0 0.4
C 7.188413 -1.819180 17.336653 -0.1 0.2 -0.6
C 8.118879 -2.766571 17.722379 -0.3 -0.3 0.4
C 9.290308 -6.480023 16.349150 -0.5 0.7 0.2
C 10.221471 -7.129392 15.578147 0.1 -0.6 -0.2
C 9.926535 -8.337790 14.954705 -1.3 0.0 0.2
C 8.642927 -8.868122 15.089173 0.2 0.0 -0.2
C 7.663988 -8.187467 15.828063 0.2 -0.5 -0.3
C 7.984794 -6.992116 16.419811 -0.1 0.9 1.0
H 7.910510 -5.338365 18.901555 0.4 -0.2 -0.2
H 9.135308 -6.640628 18.977403 -0.2 0.3 -0.2
H 9.439700 -3.924317 20.263542 -0.3 1.5 0.2
H 10.618545 -5.145687 20.375148 -0.2 -0.3 0.0
H 7.160086 -3.122724 22.118754 0.3 0.3 0.2
H 5.163361 -1.979790 21.204251 0.0 -0.3 -0.4
H 3.823135 -3.197107 19.412814 0.1 0.0 0.1
H 4.346721 -5.541130 18.870624 -0.1 0.0 -0.1
H 6.130949 -6.713081 19.973247 0.2 0.5 0.4
H 6.500467 -7.686904 22.317463 -0.2 -0.1 -0.4
H 6.364515 -10.172986 21.945927 0.1 -0.1 0.2
H 8.515098 -11.343700 21.190701 -0.4 -0.3 0.3
H 10.536994 -10.086867 20.859058 0.3 -0.4 -0.1
H 10.538799 -7.656179 20.955370 0.5 0.3 -0.2
H 8.565603 -4.372326 14.814161 0.0 -0.3 -0.3
H 6.995935 -2.631602 14.064779 -0.1 -0.1 -0.1
H 6.101293 -0.943449 15.728059 0.0 -0.4 -0.2
H 6.850741 -1.079359 18.049515 -0.1 0.0 0.1
H 8.396973 -2.796281 18.764446 0.2 0.0 0.2
H 11.189801 -6.726042 15.404409 0.8 0.4 0.1
H 10.662680 -8.811716 14.336094 0.3 -0.1 -0.2
H 8.387496 -9.795321 14.571905 0.1 0.2 0.2
H 6.674646 -8.614371 15.953932 0.0 0.1 -0.1
H 7.248738 -6.410062 17.011239 0.3 -0.6 -0.5
```
Positions in Å, forces in eV/Å.

As for the HOMO-LUMO gap: 0.23279 Eh. The HOMO energy is -4.09 eV. Its net charge is -1. For the LUMO energy, the calculation gives 2.244 eV.

For reference, the Mulliken charges in units of e are:
1. Al -0.5282
2. C -0.9916
3. N 1.6502
4. C -0.8745
5. C 0.5903
6. C -0.4175
7. C -0.8839
8. C -0.9519
9. C -0.5977
10. C -0.5243
11. N 1.9200
12. C 0.0522
13. C -0.4082
14. C -0.9160
15. C -0.7228
16. C -0.1737
17. C -0.5282
18. N 0.8575
19. C -1.1359
20. C -1.4394
21. H 0.1202
22. H 0.4543
23. H 0.2987
24. H 0.2852
25. H 0.3801
26. H -0.1957
27. H 0.3151
28. H 0.4413
29. H 0.4002
30. H 0.6109
31. H 0.5098
32. H 0.3501
33. H 0.3981
34. H 0.3955
35. H 0.2587
36. H 0.4723
37. H 0.1401
38. H 0.3424
39. H 0.4495
40. H 0.3077
41. S -0.1282
42. As -0.1148
43. S -0.3621
44. S -0.4626
45. S -0.5113
46. C -0.5496
47. C -1.4218
48. As 0.1702
49. C -0.0152
50. C -0.5496
51. C -0.6944
52. C -0.4575
53. C -0.3895
54. C 0.1078
55. C 0.5542
56. C -0.4867
57. C -0.5325
58. C -0.5361
59. C -0.4879
60. C -0.4290
61. P 1.0463
62. C 0.5967
63. C -0.7335
64. C -0.7350
65. C -0.6749
66. C -0.8328
67. C 0.1432
68. C -0.2928
69. C 0.0826
70. C -0.7341
71. C -0.4384
72. C -0.7465
73. C 0.0028
74. H -0.3197
75. H 0.6129
76. H 0.5798
77. H 0.4931
78. H 0.4390
79. H 0.4000
80. H 0.3735
81. H 0.4194
82. H 0.3038
83. H 0.4352
84. H 0.3867
85. H 0.3606
86. H 0.3934
87. H 0.3346
88. H 0.5885
89. H 0.4257
90. H 0.3495
91. H 0.4816
92. H 0.1211
93. H 0.3221
94. H 0.3946
95. H 0.3308
96. H 0.4012
97. H 0.2752